Computed, not measured: a structure of composition C46H126ClFN11O12Pd, with ωB97M-V/def2-TZVPD.

Results
**Kohn-Sham gap (alpha / beta)**: 6.8 / 7.3 eV
**Spin multiplicity**: 3
**Charge**: -1
**HOMO energy (alpha / beta)**: -4.7 / -5.2 eV

Positions of all 198 atoms, in Å:
1 Pd -3.8058 1.0984 0.8191
2 Cl -5.6110 2.1629 2.5108
3 F -3.4677 3.1162 -0.1076
4 C 0.0953 0.9289 -0.1814
5 C -0.8707 -0.1247 -0.7458
6 O -2.2209 -0.0888 -0.2266
7 H 1.0006 1.0399 -0.7781
8 H 0.4053 0.7186 0.8422
9 H -0.3575 1.9197 -0.2182
10 H -0.3766 -1.0849 -0.5975
11 H -0.9023 -0.0126 -1.8295
12 C 5.9197 -2.6566 4.0712
13 C 4.6841 -3.0431 3.2071
14 C 3.9803 -1.8866 2.5482
15 O 3.4582 -1.0660 3.5844
16 C 2.5119 -0.1119 3.0868
17 N 5.2883 -3.9656 2.2417
18 H 6.2843 -3.4881 4.6743
19 H 5.6631 -1.9351 4.8470
20 H 6.7007 -2.2418 3.4341
21 H 4.0095 -3.5473 3.8992
22 H 3.1374 -2.1992 1.9318
23 H 4.7104 -1.3368 1.9542
24 H 1.6513 -0.6645 2.7098
25 H 3.0062 0.4543 2.2974
26 H 2.2203 0.5142 3.9300
27 H 5.8211 -4.6512 2.7576
28 H 5.9875 -3.3834 1.8030
29 C 1.5177 -4.5044 6.0539
30 C 0.8969 -4.7887 4.6898
31 C 0.4580 -3.4409 3.9464
32 O -0.2455 -3.6472 2.7060
33 C -0.3885 -2.5540 1.8195
34 N 1.8701 -5.5801 3.9880
35 H 0.6528 -4.2490 6.6662
36 H 2.2570 -3.7035 6.0405
37 H 2.0228 -5.2697 6.6432
38 H 0.0352 -5.4396 4.8379
39 H 1.3253 -2.8376 3.6784
40 H -0.1403 -2.8719 4.6581
41 H 0.5234 -2.1451 1.3844
42 H -1.0080 -1.8170 2.3305
43 H -1.0280 -2.8333 0.9822
44 H 1.4449 -5.7351 3.0851
45 H 2.7240 -5.0696 3.8140
46 C -4.2362 -2.0269 -5.1157
47 C -3.2371 -1.2186 -4.2894
48 C -2.6285 0.0717 -4.8941
49 O -1.8742 -0.0123 -6.0327
50 C -0.8531 -1.0239 -5.9771
51 N -3.7692 -0.8193 -2.9940
52 H -3.7769 -2.3266 -6.0576
53 H -5.1041 -1.4191 -5.3714
54 H -4.5662 -2.8933 -4.5424
55 H -2.4486 -1.9420 -4.0818
56 H -2.0128 0.5291 -4.1196
57 H -3.3734 0.8396 -5.1024
58 H -1.2022 -1.9655 -6.4011
59 H -0.5002 -1.1656 -4.9556
60 H 0.0504 -0.6832 -6.4828
61 H -4.2578 -1.6036 -2.5862
62 H -3.0538 -0.5919 -2.3183
63 C 3.8923 7.5839 1.5603
64 C 4.3713 6.4635 0.5936
65 C 3.3363 5.3447 0.2988
66 O 3.1760 4.5061 1.4566
67 C 2.1928 3.5399 1.2356
68 N 4.6492 7.1485 -0.6176
69 H 4.6319 8.3669 1.7278
70 H 3.6905 7.2041 2.5619
71 H 3.0156 8.1447 1.2362
72 H 5.3147 6.1089 1.0087
73 H 3.6261 4.7724 -0.5825
74 H 2.3896 5.7979 0.0048
75 H 2.3348 2.8704 0.3873
76 H 1.1839 3.9524 1.2234
77 H 2.1542 2.9358 2.1420
78 H 4.0390 7.9522 -0.6599
79 H 5.5291 7.5992 -0.4108
80 C -7.1791 -0.2006 -1.6300
81 C -6.2215 0.1230 -0.4757
82 C -5.5558 -1.1572 0.1906
83 O -4.8158 -0.8284 1.3952
84 C -4.2813 -2.0205 1.8513
85 N -5.2243 0.9487 -1.1556
86 H -6.7113 -0.7452 -2.4502
87 H -7.6222 0.7075 -2.0389
88 H -7.9844 -0.8341 -1.2582
89 H -6.7143 0.7265 0.2865
90 H -4.8519 -1.6395 -0.4876
91 H -6.3854 -1.8483 0.3397
92 H -3.3567 -2.3128 1.3534
93 H -4.9991 -2.8387 1.9098
94 H -4.0619 -1.8778 2.9094
95 H -5.5162 1.7862 -1.6388
96 H -4.7908 0.4482 -1.9183
97 C 6.0719 1.4632 2.4354
98 C 6.0974 2.0758 1.0473
99 C 5.0196 1.3939 0.1575
100 O 5.3187 0.0380 -0.1964
101 C 4.1283 -0.5742 -0.7149
102 N 5.8257 3.4743 1.2623
103 H 6.4196 0.4306 2.4079
104 H 5.1171 1.5025 2.9598
105 H 6.8448 1.9515 3.0290
106 H 7.0696 1.9600 0.5682
107 H 4.8033 1.9507 -0.7543
108 H 4.0907 1.5666 0.7011
109 H 3.3164 0.1267 -0.9090
110 H 3.8444 -1.3870 -0.0464
111 H 4.4034 -1.1125 -1.6219
112 H 5.8059 3.9393 0.3659
113 H 4.8979 3.5827 1.6465
114 C 3.7669 -4.3877 -1.1852
115 C 2.4682 -3.9200 -0.5514
116 C 1.3090 -3.9015 -1.5329
117 O 1.5000 -3.3729 -2.8066
118 C 0.3707 -3.4826 -3.7146
119 N 2.1998 -4.7386 0.6160
120 H 4.6256 -4.3446 -0.5152
121 H 3.9611 -3.7515 -2.0487
122 H 3.6484 -5.3864 -1.6053
123 H 2.6407 -2.9044 -0.1952
124 H 0.5386 -3.3051 -1.0441
125 H 0.8393 -4.8851 -1.5272
126 H -0.0723 -4.4784 -3.6997
127 H 0.8087 -3.2376 -4.6823
128 H -0.4442 -2.8843 -3.3071
129 H 1.3883 -4.3985 1.1118
130 H 2.9253 -4.5324 1.2878
131 C -0.4587 1.8880 3.8925
132 C -1.7159 1.0952 3.5483
133 C -2.8181 1.2268 4.6463
134 O -2.2398 0.8105 5.8739
135 C -3.0606 1.0361 6.9890
136 N -2.2270 1.7171 2.3095
137 H 0.0154 1.4226 4.7566
138 H -0.7338 2.9215 4.1026
139 H 0.2035 1.8764 3.0268
140 H -1.5985 0.0130 3.4933
141 H -3.7220 0.6227 4.5682
142 H -3.2569 2.2236 4.6904
143 H -3.3945 2.0717 7.0536
144 H -2.5143 0.8520 7.9141
145 H -3.9745 0.4491 6.8978
146 H -1.5584 1.8667 1.5675
147 H -2.5403 2.6131 2.6549
148 C -0.3447 6.5436 0.1255
149 C -1.4796 6.4323 -0.9544
150 C -1.2590 5.1605 -1.8407
151 O -2.4331 4.8483 -2.5684
152 C -2.1589 3.6465 -3.3503
153 N -2.6969 6.2474 -0.1881
154 H 0.0372 5.6491 0.6175
155 H -0.6196 7.2015 0.9500
156 H 0.5259 7.0621 -0.2762
157 H -1.4752 7.3211 -1.5854
158 H -0.9822 4.2867 -1.2508
159 H -0.4387 5.3866 -2.5219
160 H -2.9868 3.4193 -4.0219
161 H -1.9880 2.7995 -2.6858
162 H -1.2927 3.8382 -3.9836
163 H -2.4393 5.7126 0.6291
164 H -2.6953 7.1612 0.2421
165 C 1.6553 3.5815 -2.9299
166 C 2.7466 2.4993 -2.9466
167 C 2.4302 1.2427 -3.7722
168 O 3.3998 0.2325 -3.7324
169 C 3.0275 -0.8457 -4.5140
170 N 3.9968 3.1336 -3.2965
171 H 1.1654 3.7661 -3.8859
172 H 2.0174 4.4924 -2.4531
173 H 0.8845 3.2718 -2.2241
174 H 2.7506 2.1761 -1.9056
175 H 2.1146 1.5679 -4.7636
176 H 1.4902 0.8240 -3.4128
177 H 3.7122 -1.6927 -4.4712
178 H 2.9205 -0.5380 -5.5542
179 H 2.1288 -1.3884 -4.2209
180 H 4.7049 2.4145 -3.3346
181 H 3.9974 3.6146 -4.1847
182 C -7.1114 -3.6668 -2.4209
183 C -6.4334 -5.0211 -1.9774
184 C -5.1830 -4.8094 -1.2353
185 O -4.3446 -3.9077 -1.9320
186 C -2.9357 -4.2661 -1.6685
187 N -7.3683 -5.7407 -1.0927
188 H -7.5610 -3.0967 -1.6079
189 H -7.9906 -3.9129 -3.0163
190 H -6.4595 -3.0323 -3.0213
191 H -6.1542 -5.5544 -2.8861
192 H -4.7436 -5.7675 -0.9579
193 H -5.4707 -4.2182 -0.3659
194 H -2.6392 -4.4111 -0.6297
195 H -2.2718 -3.5376 -2.1339
196 H -2.7299 -5.2066 -2.1797
197 H -6.9768 -6.6231 -0.7959
198 H -8.2481 -5.9288 -1.5518



Computed, not measured: a structure of composition C15H24CoN6O6, with ωB97M-V/def2-TZVPD.

Results
**Kohn-Sham gap (alpha / beta)**: 6.1 / 6.3 eV
**Spin multiplicity**: 5
**Charge**: +1
**Relative energy (zero: lowest compared OMol25 entry of this formula, charge and spin)**: 278.04 kJ/mol
**HOMO energy (alpha / beta)**: -11.0 / -12.9 eV

Positions of all 52 atoms, in Å:
1 O 0.0311 -1.2238 -3.4656
2 H -0.5088 -1.5343 -4.2093
3 Co -0.2069 0.0602 -0.2798
4 N 1.3454 -0.8525 -0.6943
5 N -0.8247 -1.6143 0.2341
6 N 0.6655 1.6883 -0.2484
7 N -1.3069 0.9249 0.9679
8 O 2.5228 -0.4208 -0.9205
9 O 1.8179 2.0098 -0.8342
10 O -2.2011 0.3646 1.7795
11 O -1.8612 -1.9300 0.9420
12 C -0.1015 -2.6319 -0.3142
13 C 1.1231 -2.1960 -0.8558
14 C 0.0782 2.6772 0.4638
15 C -1.0592 2.2351 1.1857
16 C 2.1030 -2.9709 -1.6417
17 H 2.1430 -2.5816 -2.6674
18 H 1.7985 -4.0223 -1.6770
19 H 3.1010 -2.8877 -1.1986
20 C -0.6840 -3.9961 -0.3332
21 H -1.6670 -3.9966 -0.8280
22 H -0.8145 -4.3869 0.6871
23 H -0.0233 -4.6790 -0.8808
24 C 0.6426 4.0422 0.5399
25 C -1.8579 3.0506 2.1353
26 H 1.3190 4.2279 -0.2959
27 H 1.1999 4.1785 1.4771
28 H -0.1650 4.7817 0.5227
29 H -2.4613 2.4069 2.7831
30 H -2.5333 3.7260 1.5907
31 H -1.2057 3.6783 2.7574
32 H 2.2267 1.0807 -1.0256
33 H -2.1606 -0.6572 1.4964
34 C -1.2128 0.0752 -1.8553
35 H -0.6873 -0.6813 -2.7881
36 H -1.2326 1.0848 -2.2706
37 H -2.2273 -0.3180 -1.6817
38 O 1.8910 0.6370 -3.7084
39 H 1.1330 -0.0044 -3.7872
40 H 1.4872 1.5271 -3.7334
41 N 4.2790 1.9577 4.5752
42 C 3.3178 1.3534 4.2846
43 C 2.1414 0.6008 3.9285
44 C 1.3134 0.0506 4.9210
45 C 0.2161 -0.7072 4.5290
46 C -0.0234 -0.8784 3.1588
47 N 0.7305 -0.2958 2.2273
48 C 1.8090 0.3931 2.5856
49 H 1.5404 0.2134 5.9709
50 H -0.4674 -1.1691 5.2294
51 H -0.8383 -1.5099 2.8254
52 H 2.4416 0.7980 1.7912



Computed, not measured: a structure of composition C44H48AsN10O2P2Ti, with ωB97M-V/def2-TZVPD.

Results
**Kohn-Sham gap (alpha / beta)**: 6.9 / 6.9 eV
**Spin multiplicity**: 2
**Charge**: +2
**Relative energy (zero: lowest compared OMol25 entry of this formula, charge and spin)**: 0.00 kJ/mol
**HOMO energy (alpha / beta)**: -11.8 / -11.8 eV

Positions of all 108 atoms, in Å:
1 Ti 0.4827 0.1355 0.0171
2 C 1.4501 -1.2763 5.3364
3 N 0.8283 -0.5942 4.1929
4 C -0.0771 0.4322 4.2774
5 C -0.4049 0.7619 2.9984
6 N 0.2956 -0.0490 2.1358
7 C 1.0350 -0.8583 2.8820
8 P 2.1081 -2.1905 2.2499
9 C 0.9986 -2.8034 0.9416
10 N 0.4179 -2.0653 0.0026
11 C -0.1513 -2.9431 -0.8866
12 C 0.0810 -4.2178 -0.4702
13 N 0.8045 -4.1160 0.6860
14 C 1.2973 -5.2474 1.4797
15 C 3.1380 -1.2125 1.0982
16 N 2.6805 -0.6842 -0.0287
17 C 3.7671 -0.1485 -0.6734
18 C 4.8857 -0.3703 0.0710
19 N 4.4774 -1.0510 1.1909
20 C 5.3476 -1.5189 2.2725
21 H 1.0024 -0.8990 6.2494
22 H 2.5188 -1.0806 5.3651
23 H 1.2826 -2.3476 5.2783
24 H -0.4122 0.8318 5.2224
25 H -1.1139 1.4979 2.6541
26 H -0.7062 -2.6145 -1.7514
27 H -0.2116 -5.1675 -0.8897
28 H 0.8830 -6.1615 1.0692
29 H 0.9786 -5.1498 2.5132
30 H 2.3818 -5.3033 1.4377
31 H 3.6788 0.3257 -1.6355
32 H 5.9176 -0.1096 -0.1007
33 H 6.3001 -1.0054 2.1994
34 H 5.5188 -2.5906 2.1967
35 H 4.9041 -1.2945 3.2387
36 O -0.5742 1.7206 -0.0710
37 N -0.1298 2.8057 0.4661
38 N 1.0698 2.6647 0.7865
39 O 1.6771 1.5393 0.4625
40 C 1.7433 3.6289 1.6288
41 C 2.7766 3.1861 2.4343
42 C 3.3899 4.0967 3.2814
43 C 2.9715 5.4212 3.3077
44 C 1.9433 5.8430 2.4754
45 C 1.3192 4.9463 1.6249
46 H 3.0897 2.1526 2.3947
47 H 4.1997 3.7697 3.9203
48 H 3.4482 6.1253 3.9768
49 H 1.6280 6.8787 2.4763
50 H 0.5194 5.2630 0.9660
51 C -3.8860 0.3504 0.3634
52 C -4.2685 1.6606 -0.2990
53 As -6.0065 2.3585 0.3610
54 C -5.5949 2.1054 2.2594
55 C -5.8610 0.9510 2.9935
56 C -5.4899 0.8669 4.3316
57 C -4.8429 1.9316 4.9471
58 C -4.5668 3.0841 4.2210
59 C -4.9484 3.1710 2.8864
60 C -7.0778 0.7721 -0.0016
61 C -8.2394 0.5682 0.7443
62 C -9.0905 -0.4897 0.4524
63 C -8.7996 -1.3479 -0.6015
64 C -7.6611 -1.1366 -1.3669
65 C -6.8079 -0.0796 -1.0710
66 P -2.3835 -0.5935 -0.1852
67 C -2.6726 -0.7368 -2.0026
68 C -3.0101 -1.8791 -2.7285
69 C -3.2415 -1.8131 -4.0997
70 C -3.1539 -0.6043 -4.7717
71 C -2.8079 0.5436 -4.0702
72 C -2.5572 0.4728 -2.7053
73 C -2.8606 -2.1883 0.5945
74 C -2.1932 -2.5396 1.7709
75 C -2.5257 -3.6959 2.4678
76 C -3.5447 -4.5167 2.0026
77 C -4.2542 -4.1488 0.8669
78 C -3.9248 -2.9906 0.1773
79 H -4.6882 -0.3777 0.2714
80 H -3.7295 0.5155 1.4318
81 H -4.3815 1.5705 -1.3788
82 H -3.5366 2.4465 -0.1063
83 H -6.3637 0.1127 2.5270
84 H -5.7159 -0.0306 4.8963
85 H -4.5719 1.8709 5.9950
86 H -4.0752 3.9241 4.6991
87 H -4.7552 4.0832 2.3319
88 H -8.4849 1.2418 1.5573
89 H -9.9874 -0.6380 1.0416
90 H -9.4676 -2.1681 -0.8350
91 H -7.4430 -1.7883 -2.2056
92 H -5.9365 0.0839 -1.6975
93 H -3.0847 -2.8368 -2.2387
94 H -3.5022 -2.7140 -4.6415
95 H -3.3594 -0.5537 -5.8334
96 H -2.7504 1.4971 -4.5817
97 H -2.2913 1.3762 -2.1661
98 H -1.4141 -1.8876 2.1522
99 H -1.9970 -3.9504 3.3808
100 H -3.8081 -5.4214 2.5375
101 H -5.0821 -4.7598 0.5266
102 H -4.5319 -2.7050 -0.6704
103 N 1.5601 -0.5726 -2.9366
104 N 0.6497 0.2709 -2.2113
105 H 1.4782 -0.3916 -3.9290
106 H 1.3052 -1.5345 -2.7652
107 H -0.2782 0.2515 -2.6222
108 H 0.9863 1.2189 -2.3292



Computed, not measured: an isolated molecule of C7H15N, with ωB97M-V/def2-TZVPD.

Results
**Kohn-Sham gap**: 10.3 eV
**Relative energy (zero: lowest compared OMol25 entry of this formula, charge and spin)**: 214.28 kJ/mol
**HOMO energy**: -9.4 eV

Positions of all 23 atoms, in Å:
1 C 2.6816 0.8132 -0.0283
2 C -2.1031 -0.2336 0.6652
3 C -0.7234 1.8990 -0.1519
4 C 0.4759 -0.5922 -1.4014
5 C 0.6864 -1.4930 0.7674
6 C -0.7888 0.5692 0.5452
7 C 0.4198 -0.2595 0.0364
8 N 1.5814 0.6827 0.5853
9 H 3.3774 1.4925 0.4123
10 H 3.0507 0.1736 -0.9252
11 H -1.8135 -1.1477 1.2792
12 H -2.2764 -0.3526 -0.4257
13 H -2.8883 0.3268 1.1641
14 H -0.7194 1.9757 -1.3158
15 H -1.4577 2.6203 0.1664
16 H 0.3095 2.2616 0.1603
17 H 1.3485 -1.2550 -1.7744
18 H 0.5106 0.3378 -2.0311
19 H -0.4050 -1.1345 -1.7429
20 H 0.4572 -2.3857 0.2182
21 H 1.6842 -1.4963 1.1678
22 H 0.0083 -1.5657 1.5841
23 H -0.5433 0.8266 1.6180



Question: Which formula does entry 4 have?
Answer: C7H15N